i:
Density functional theory data (ωB97M-V/def2-TZVPD) for 7 unconnected molecules or ions with the total composition H14O7.

Structure (XYZ):
```
21
Properties=species:S:1:pos:R:3
O -7.39 -4.71 -2.26
H -6.84 -4.78 -1.47
H -8.21 -4.34 -1.94
O 0.33 -3.82 -1.11
H -0.05 -3.47 -0.30
H -0.33 -4.43 -1.43
O -1.62 -3.72 -7.70
H -0.80 -3.65 -7.22
H -2.30 -3.63 -7.03
O -5.19 -5.20 0.81
H -4.55 -4.55 1.09
H -4.88 -6.02 1.19
O -5.16 -4.23 -5.28
H -5.63 -4.06 -4.47
H -5.56 -5.01 -5.64
O -2.71 -5.70 -2.28
H -2.83 -5.40 -3.18
H -3.49 -5.38 -1.81
O -1.01 -8.53 -0.18
H -0.44 -9.14 -0.67
H -1.35 -7.94 -0.85
```

Summary:
Orbital gap: 11.42 eV
LUMO level: 0.00032 Ha
E_HOMO: -11.4 eV
SMILES: O.O.O.O.O.O.O

---

ii:
Density functional theory data (ωB97M-V/def2-TZVPD) for 7 unconnected molecules or ions with the total composition H14O7.

Structure (XYZ):
```
21
Properties=species:S:1:pos:R:3
O -0.13 2.02 -0.30
H -0.81 1.35 -0.16
H 0.14 1.90 -1.22
O 0.87 -1.45 1.79
H 1.17 -1.45 0.88
H 0.84 -0.51 2.03
O 3.04 1.18 0.91
H 2.81 2.03 1.31
H 3.67 0.79 1.52
O -1.22 -0.46 -4.62
H -0.64 -1.09 -5.06
H -2.02 -0.96 -4.42
O -1.11 -0.72 2.60
H -1.68 -1.46 2.82
H -1.68 0.05 2.68
O 1.61 1.11 2.19
H 0.70 1.41 2.29
H 1.82 0.70 3.04
O -2.76 -1.62 -2.61
H -3.38 -2.36 -2.60
H -3.32 -0.85 -2.74
```

Summary:
Orbital gap: 9.23 eV
LUMO level: 0.01095 Ha
E_HOMO: -8.9 eV
SMILES: O.O.O.O.O.O.O

---

Of them, i has the highest stability.

---

i:
Density functional theory data (ωB97M-V/def2-TZVPD) for 2 unconnected molecules or ions with the total composition C4H10NOP.

Structure (XYZ):
```
17
Properties=species:S:1:pos:R:3
C -2.98 1.63 -0.57
C 0.13 1.33 -0.42
C 1.66 -1.75 -0.74
C -0.27 -0.45 1.84
N 1.34 1.40 -0.20
O 0.29 -1.31 -0.73
P -0.72 -0.29 0.01
H -2.65 1.64 -1.64
H -3.48 0.65 -0.50
H -0.49 2.16 -0.81
H 2.39 -0.90 -0.84
H 1.79 -2.41 -1.63
H 1.87 -2.36 0.14
H 0.81 -0.57 1.96
H -0.66 0.40 2.45
H -0.82 -1.35 2.25
H 1.81 2.19 -0.59
```

Summary:
Orbital gap (alpha / beta): 7.95 / 7.95 eV
LUMO level (alpha / beta): -0.02962 / -0.02977 Ha
E_HOMO (alpha / beta): -8.8 / -8.8 eV

---

ii:
Density functional theory data (ωB97M-V/def2-TZVPD) for 3 unconnected molecules or ions with the total composition C4H10NOP.

Structure (XYZ):
```
17
Properties=species:S:1:pos:R:3
C -0.15 0.31 -1.46
P -1.61 0.36 -2.21
C -2.49 1.72 -1.37
H 0.15 1.01 -0.70
H 0.56 -0.35 -1.93
H -2.58 2.60 -2.04
H -3.61 1.39 -1.10
H -2.07 1.89 -0.35
C 2.35 0.00 0.99
N 3.12 0.84 1.43
H 2.73 -0.95 0.36
H 1.28 -0.01 1.13
H 4.12 0.68 1.24
C -0.44 -2.40 1.48
O -1.21 -1.52 1.23
H 0.35 -2.17 2.22
H -0.51 -3.40 1.07
```

Summary:
Orbital gap: 10.09 eV
LUMO level: 0.02553 Ha
E_HOMO: -9.4 eV
SMILES: C=PC.C=N.C=O

---

Of them, ii has the highest stability.